(1)
Computed, not measured: a cluster of 2 separate species, C15H32B2ClFNO12S in total, with wB97M-V/def2-TZVPD.

```
! RIJCOSX wB97M-V def2-TZVPD def2/J DEFGRID3
* xyz -1 1
Cl 0.883 -2.409 2.309
S -2.126 -1.982 -1.334
F -1.598 -1.724 -2.764
O 0.414 -5.313 -5.021
O 0.766 -3.228 -4.550
O -1.943 -3.354 -1.010
O 2.946 -0.015 -1.129
O -4.342 0.937 1.470
O 4.429 2.580 0.560
O -3.443 -1.429 -1.267
O 1.062 3.174 -1.122
O 1.223 1.707 0.729
O -1.431 0.407 -0.702
O 1.277 -4.759 -3.113
O 0.724 -0.112 -1.766
N 0.814 -4.439 -4.231
C 0.951 -2.405 -1.175
C 5.745 0.565 0.926
C -5.716 2.481 -0.701
C -0.801 -2.591 1.687
C 0.484 -1.040 -0.711
C 1.817 0.730 -1.577
C 4.438 1.147 0.394
C -2.116 1.266 0.219
C -1.663 -3.046 2.858
C 0.642 2.195 3.009
C -1.036 -0.897 -0.344
C -1.304 -1.262 1.121
C -4.588 1.476 -1.023
C 4.111 0.777 -1.059
C 0.752 2.752 1.586
B 1.370 1.931 -0.605
B -3.717 1.170 0.244
H 3.616 0.744 0.985
H 2.050 1.138 -2.571
H 6.544 1.302 0.883
H -3.951 1.892 -1.804
H 6.024 -0.318 0.354
H -1.661 1.261 1.211
H -1.915 2.272 -0.172
H -6.520 2.413 -1.433
H -1.444 -4.087 3.085
H -0.212 3.112 1.236
H -0.787 -3.384 0.952
H 1.353 2.676 3.677
H -5.351 3.509 -0.714
H 0.819 1.122 2.987
H 4.020 1.691 -1.655
H -0.912 -0.471 1.757
H 3.731 2.796 1.186
H -1.485 -2.435 3.740
H 5.622 0.232 1.955
H 0.630 -3.235 -0.555
H 1.714 3.466 -1.768
H -6.150 2.291 0.280
H -2.714 -3.007 2.569
H 4.922 0.194 -1.498
H -0.355 2.370 3.412
H -4.382 0.009 1.723
H 0.679 -2.596 -2.211
H 2.038 -2.395 -1.157
H 1.473 3.570 1.552
H -2.386 -1.257 1.270
H 0.995 -0.714 0.194
H -5.027 0.546 -1.375
*
```

## Properties
Max |F| ... 0.0183 hartree/bohr
Kohn-Sham gap ... 6.1 eV
Molar mass ... 526.56 g/mol
HOMO ... -4.239 eV
Lowest unoccupied orbital energy ... 1.9 eV
E_tot ... -2556.359975 hartree

---

(2)
Computed, not measured: a structure of composition C15H32BF2N2O4ReSi4, with wB97M-V/def2-TZVPD.

```
! RIJCOSX wB97M-V def2-TZVPD def2/J DEFGRID3
* xyz 1 2
Re -0.281 -0.742 -0.172
Si -4.268 -0.653 0.469
Si -2.447 -0.566 -1.043
Si -1.994 3.958 -0.340
Si -2.723 -0.298 -3.379
F 0.706 2.199 0.302
F -1.473 2.282 -0.260
O 1.569 -0.800 0.628
O 2.827 -6.508 0.526
O 3.330 -2.054 1.236
O 3.970 -4.720 1.209
N 0.192 -2.940 -0.183
N 0.654 -5.066 -0.225
C -2.242 -1.956 -4.084
C -5.897 -0.132 -0.260
C -4.347 -2.450 0.962
C -1.511 1.036 -3.888
C 2.915 -5.321 0.698
C -4.455 0.121 -3.905
C -0.276 -4.132 -0.514
C 1.456 -3.137 0.328
C -0.779 4.633 -1.525
C -3.680 3.639 -0.992
C 1.759 -4.461 0.308
C 2.218 -1.967 0.776
C -3.781 0.434 1.915
C -1.600 -4.446 -1.108
C -1.887 4.422 1.423
B -0.233 1.321 -0.007
H 3.844 -3.743 1.266
H -6.700 -0.571 0.339
H -4.553 -0.101 -4.971
H -0.700 1.140 -3.165
H -4.048 -0.043 2.861
H -4.571 -3.086 0.100
H -1.226 -2.239 -3.798
H -2.170 -5.111 -0.459
H -2.008 2.005 -3.991
H -4.265 4.554 -1.110
H -6.022 -0.486 -1.285
H -1.486 -4.931 -2.079
H -2.291 -1.928 -5.176
H -1.070 5.622 -1.890
H -3.406 -2.790 1.400
H -2.361 3.645 2.028
H -5.140 -2.603 1.699
H -2.706 0.625 1.932
H -4.705 1.173 -3.758
H -2.923 -2.742 -3.745
H -6.036 0.950 -0.260
H -4.300 1.396 1.877
H -2.408 5.362 1.626
H -0.715 3.967 -2.388
H -5.200 -0.477 -3.377
H 0.209 4.716 -1.071
H -1.063 0.795 -4.855
H -4.223 2.982 -0.308
H -0.851 4.535 1.743
H -3.616 3.156 -1.970
H -2.161 -3.524 -1.243
H 0.604 -6.067 -0.362
*
```

## Properties
Max |F| ... 0.0179 hartree/bohr
⟨S²⟩ ... 0.7621
Kohn-Sham gap (alpha / beta) ... 7.0 / 7.0 eV
ΔE to the lowest compared entry with this formula, charge and spin ... 0.696 eV
Molar mass ... 651.79 g/mol
HOMO (alpha / beta) ... -11.780 / -11.363 eV
Lowest unoccupied orbital energy (alpha / beta) ... -4.8 / -4.3 eV
E_tot ... -2462.012918 hartree

---

(3)
Computed, not measured: a structure of composition C15H32Br3ClCsF7Mg2NO7P4S in a non-equilibrium geometry, with wB97M-V/def2-TZVPD.

```
! RIJCOSX wB97M-V def2-TZVPD def2/J DEFGRID3
* xyz 1 1
Cs 6.736 1.958 0.162
Br 1.444 -0.925 4.600
Br -0.106 0.313 7.124
Br 2.551 1.734 6.015
Cl -4.827 5.043 -1.423
S 2.453 -1.103 -0.909
P 1.393 -3.642 1.402
P -7.712 3.171 -2.519
P -0.486 -2.556 1.566
P 0.520 -1.023 -0.988
Mg -0.036 -3.597 -6.007
Mg -4.408 2.750 2.101
F -6.687 1.933 -2.715
F -7.220 3.690 2.319
F -9.236 3.656 -2.737
F -8.322 2.042 -1.536
F -6.411 4.124 -2.788
F -7.698 4.141 -1.226
F -7.871 3.156 -4.124
O 2.598 -2.898 1.976
O 1.653 -4.222 -0.176
O 1.216 -5.063 2.344
O 0.506 1.918 0.184
O 3.987 0.063 1.677
O -6.289 3.036 0.764
O 0.096 0.081 1.617
N 4.486 0.983 -5.113
C 1.917 -1.370 -5.355
C 1.611 0.057 6.264
C 6.127 -1.310 1.751
C -1.956 -0.544 0.271
C -2.665 0.418 1.315
C 2.863 -2.356 -4.681
C 2.625 -0.457 -6.360
C -0.396 -0.858 0.641
C -2.869 -0.274 2.755
C 3.476 1.337 1.181
C 5.385 0.121 2.056
C 3.673 0.351 -5.661
C 2.119 1.611 1.963
C 0.806 1.181 1.125
C -4.172 0.656 0.742
H 3.628 -1.842 -4.095
H 0.810 -4.812 3.201
H -5.857 3.874 0.522
H 2.215 -0.551 6.933
H -2.524 -1.538 0.302
H 6.014 0.929 1.517
H 6.701 -1.676 2.665
H 1.125 -1.933 -5.876
H -3.271 -1.337 2.622
H 4.227 2.161 1.522
H 2.167 0.978 2.909
H -1.988 -0.154 -0.791
H 2.558 -3.897 -0.376
H 3.362 -2.989 -5.420
H -4.295 1.693 0.251
H 2.311 -3.005 -3.995
H -1.943 -0.243 3.403
H 3.340 1.384 0.055
H -4.354 -0.104 -0.090
H 1.905 0.221 -6.825
H 0.167 0.102 -1.827
H 1.427 -0.765 -4.585
H 5.381 -2.140 1.516
H -4.972 0.430 1.527
H 6.871 -1.275 0.879
H 5.411 0.227 3.195
H 0.043 -2.221 -1.629
H 2.087 2.689 2.296
H -0.561 -2.193 2.960
H -3.701 0.278 3.322
H 3.095 -1.046 -7.151
H -2.154 1.443 1.408
*
```

## Properties
Max |F| ... 0.1220 hartree/bohr
Kohn-Sham gap ... 2.2 eV
Molar mass ... 1084.05 g/mol
HOMO ... -8.708 eV
Lowest unoccupied orbital energy ... -6.5 eV
E_tot ... -12236.771310 hartree